Formula: C12H41N7O4P3
Source: the Open Molecules 2025 dataset
Level of theory: ωB97M-V/def2-TZVPD

Structure (XYZ):
```
67
Properties=species:S:1:pos:R:3
O -0.360 -3.416 -1.641
N -0.282 -3.658 -0.467
O 0.371 -2.683 0.188
P 2.140 -2.962 0.269
H 2.345 -1.522 0.076
H 2.251 -3.106 -1.186
H 1.998 -4.404 0.360
H 2.171 -2.843 1.714
H 3.595 -3.099 0.316
O 4.267 -0.870 2.216
P 3.570 0.335 2.866
N 4.473 1.463 1.945
C 5.609 2.287 2.276
C 4.084 1.602 0.550
N 4.245 0.003 4.430
C 5.194 0.825 5.146
C 4.568 -1.401 4.703
N 2.646 1.658 3.556
C 2.805 3.083 3.382
C 1.819 1.346 4.722
H 5.388 3.349 2.095
H 6.470 2.029 1.647
H 5.953 2.201 3.298
H 3.093 2.062 0.458
H 4.042 0.628 0.051
H 4.787 2.216 -0.018
H 6.210 0.713 4.744
H 5.230 0.536 6.202
H 4.908 1.878 5.151
H 5.524 -1.685 4.247
H 3.792 -2.065 4.327
H 4.632 -1.578 5.783
H 3.652 3.472 3.957
H 1.914 3.623 3.719
H 2.914 3.368 2.336
H 2.378 1.501 5.654
H 1.481 0.311 4.697
H 0.923 1.971 4.765
O -5.010 1.043 -1.410
P -4.997 -0.114 -2.423
N -3.306 -0.341 -2.380
C -2.258 0.032 -3.303
C -2.773 -0.980 -1.184
N -5.584 0.871 -3.727
C -4.877 1.184 -4.948
C -6.361 2.052 -3.342
N -5.182 -1.524 -3.449
C -4.171 -2.370 -4.047
C -6.487 -1.711 -4.085
H -1.683 -0.849 -3.617
H -1.549 0.719 -2.826
H -2.596 0.533 -4.200
H -3.087 -2.028 -1.124
H -3.123 -0.478 -0.275
H -1.683 -0.963 -1.151
H -4.110 1.952 -4.786
H -5.572 1.573 -5.702
H -4.431 0.300 -5.406
H -5.705 2.877 -3.035
H -7.042 1.828 -2.523
H -6.982 2.395 -4.177
H -3.701 -1.892 -4.912
H -4.602 -3.313 -4.396
H -3.402 -2.671 -3.336
H -6.518 -1.227 -5.069
H -7.286 -1.291 -3.474
H -6.723 -2.770 -4.228
```

The lowest unoccupied orbital energy is 1.6050 eV. As for the charge: -1. Its multiplicity is 1. The value obtained for the total energy is -2189.75854 a.u. For the orbital gap, the calculation gives 4.89 eV. As for the energy relative to the best compared isomer or geometry (same formula, charge and spin): 457.4 kJ/mol. As for the HOMO energy: -3.29 eV.

---

Formula: C38H64IO23PS
Source: the Open Molecules 2025 dataset
Level of theory: ωB97M-V/def2-TZVPD

Structure (XYZ):
```
128
Properties=species:S:1:pos:R:3
C 4.398 0.725 2.330
C 3.007 1.306 1.995
C 2.063 0.334 1.271
C 2.221 0.228 -0.266
C 3.549 0.719 -0.859
C 3.539 0.805 -2.395
C 3.725 -0.535 -3.140
C 2.572 -0.930 -4.071
C 1.211 -1.076 -3.388
C 0.085 -1.520 -4.341
C -1.278 -0.946 -3.908
C -2.481 -1.841 -4.213
C -3.779 -1.421 -3.496
C -3.883 0.070 -3.176
C -5.292 0.526 -2.759
C -5.243 1.821 -1.932
C -5.036 3.095 -2.777
C -3.570 3.602 -2.855
C -3.268 4.812 -1.992
O -3.736 4.529 -0.605
S -2.619 3.794 0.215
O -2.699 4.214 1.583
O -2.581 2.399 -0.131
O -1.408 4.535 -0.509
C -1.798 5.213 -1.700
P -0.356 5.104 -2.922
O -0.078 3.508 -2.914
I -1.458 5.551 -5.073
H 4.461 -0.313 1.981
H 5.180 1.316 1.845
H 4.583 0.719 3.409
H 2.499 1.589 2.928
H 3.119 2.230 1.415
H 2.173 -0.661 1.729
H 1.034 0.650 1.485
H 2.137 -0.838 -0.533
H 1.370 0.719 -0.766
H 4.340 0.010 -0.581
H 3.803 1.712 -0.474
H 4.373 1.463 -2.673
H 2.623 1.318 -2.728
H 3.936 -1.351 -2.435
H 4.616 -0.429 -3.774
H 2.822 -1.903 -4.525
H 2.505 -0.191 -4.883
H 1.301 -1.796 -2.564
H 0.912 -0.099 -2.972
H 0.328 -1.124 -5.341
H 0.022 -2.613 -4.397
H -1.235 -0.805 -2.812
H -1.397 0.036 -4.387
H -2.646 -1.920 -5.293
H -2.232 -2.843 -3.843
H -4.650 -1.761 -4.070
H -3.805 -1.977 -2.549
H -3.204 0.307 -2.340
H -3.568 0.658 -4.055
H -5.928 0.657 -3.644
H -5.750 -0.261 -2.143
H -4.444 1.722 -1.196
H -6.177 1.924 -1.363
H -5.708 3.898 -2.440
H -5.337 2.870 -3.812
H -3.385 3.872 -3.898
H -2.877 2.791 -2.602
H -3.847 5.689 -2.288
H -1.781 6.288 -1.448
H -0.711 2.958 -3.375
C 5.637 -1.646 6.895
C 4.187 -1.911 6.531
O 4.239 -1.959 5.103
C 5.499 -2.281 4.726
O 5.826 -2.563 3.624
O 6.333 -2.237 5.792
H 5.943 -2.106 7.829
H 5.865 -0.579 6.925
H 3.837 -2.876 6.901
H 3.503 -1.131 6.854
C -4.782 -4.320 0.768
C -6.007 -4.520 -0.104
O -5.480 -4.328 -1.420
C -4.149 -4.578 -1.390
O -3.457 -4.645 -2.350
O -3.726 -4.719 -0.118
H -4.780 -4.938 1.658
H -4.630 -3.274 1.040
H -6.406 -5.533 -0.026
H -6.801 -3.802 0.082
C 7.513 5.211 0.301
C 6.839 4.951 1.637
O 6.299 3.642 1.448
C 7.009 3.011 0.483
O 6.915 1.866 0.206
O 7.841 3.889 -0.130
H 8.415 5.812 0.371
H 6.832 5.658 -0.427
H 7.551 4.920 2.463
H 6.039 5.648 1.873
C -7.602 -3.093 3.991
C -7.817 -3.854 5.286
O -7.402 -5.175 4.926
C -6.558 -5.095 3.879
O -5.927 -6.001 3.447
O -6.537 -3.834 3.379
H -7.295 -2.062 4.136
H -8.473 -3.126 3.334
H -7.177 -3.493 6.092
H -8.850 -3.870 5.622
C -1.925 3.217 -9.692
C -2.620 3.782 -8.466
O -3.105 2.603 -7.824
C -2.349 1.550 -8.222
O -2.395 0.469 -7.746
O -1.538 1.917 -9.241
H -1.048 3.778 -10.001
H -2.604 3.105 -10.540
H -1.927 4.288 -7.789
H -3.448 4.446 -8.697
C 6.537 -4.769 10.333
C 5.660 -5.134 11.519
O 5.423 -3.857 12.121
C 5.582 -2.898 11.184
O 5.295 -1.758 11.317
O 6.116 -3.428 10.057
H 6.379 -5.394 9.459
H 7.598 -4.756 10.586
H 4.702 -5.558 11.213
H 6.138 -5.796 12.233
```

The structure (SMILES) is CCCCCCCCCCCCCCCCCC[C@H]1OS(=O)(=O)O[C@H]1P(O)I.O=C1OCCO1.O=C1OCCO1.O=C1OCCO1.O=C1OCCO1.O=C1OCCO1.O=C1OCCO1. The lowest unoccupied orbital energy is -0.3988 eV. Its multiplicity is 1. The value obtained for the total energy is -4254.16230 a.u. For the orbital gap, the calculation gives 9.26 eV. As for the HOMO energy: -9.66 eV.

---

Formula: C27H63AsF6N9O9
Source: the Open Molecules 2025 dataset
Level of theory: ωB97M-V/def2-TZVPD

Structure (XYZ):
```
115
Properties=species:S:1:pos:R:3
As -0.260 0.304 -0.905
F -0.447 -0.385 -2.474
F -0.820 -1.140 -0.175
F -0.003 1.048 0.634
F 0.325 1.746 -1.664
F -1.894 0.899 -1.023
F 1.360 -0.313 -0.852
C 2.107 3.357 0.880
C 2.881 2.533 1.889
O 4.090 2.616 2.033
N 2.091 1.785 2.696
C 2.639 0.788 3.593
H 2.372 4.404 1.022
H 1.061 3.254 1.190
H 2.150 3.050 -0.160
H 1.150 1.615 2.384
H 3.099 1.266 4.462
H 3.431 0.187 3.137
H 1.842 0.141 3.940
C 2.161 -5.974 2.828
C 1.241 -4.778 2.844
O 0.128 -4.892 3.337
N 1.744 -3.630 2.329
C 0.995 -2.407 2.176
H 1.888 -6.603 1.977
H 2.048 -6.517 3.760
H 3.217 -5.733 2.672
H 2.749 -3.625 2.222
H 1.425 -1.517 2.623
H 0.003 -2.601 2.592
H 0.803 -2.297 1.108
C 2.570 6.771 -2.119
C 3.756 5.952 -2.569
O 4.884 6.387 -2.469
N 3.527 4.729 -3.117
C 2.278 3.999 -3.197
H 2.101 7.208 -3.004
H 2.937 7.554 -1.465
H 1.811 6.189 -1.598
H 4.344 4.280 -3.496
H 1.407 4.607 -2.954
H 2.248 3.219 -2.430
H 2.078 3.565 -4.175
C -6.794 -3.407 -2.842
C -5.982 -2.655 -1.823
O -5.692 -3.170 -0.752
N -5.661 -1.379 -2.120
C -4.873 -0.532 -1.222
H -6.935 -2.832 -3.753
H -7.716 -3.714 -2.357
H -6.223 -4.314 -3.042
H -6.074 -0.947 -2.926
H -3.878 -0.926 -1.034
H -5.373 -0.511 -0.246
H -4.911 0.466 -1.647
C -1.387 4.221 -0.485
C -2.503 4.076 0.512
O -2.557 4.708 1.557
N -3.354 3.059 0.250
C -4.461 2.791 1.129
H -0.946 3.228 -0.495
H -0.642 4.946 -0.164
H -1.601 4.458 -1.528
H -3.178 2.380 -0.473
H -4.161 2.772 2.179
H -4.913 1.839 0.860
H -5.218 3.578 1.063
C -1.871 0.615 2.828
C -0.964 1.503 3.630
O -0.393 1.140 4.639
N -0.922 2.819 3.273
C -0.200 3.780 4.069
H -1.330 -0.207 2.353
H -2.414 1.124 2.033
H -2.528 0.132 3.555
H -1.511 3.139 2.522
H -0.726 3.839 5.031
H -0.117 4.753 3.600
H 0.803 3.449 4.339
C 3.590 -1.503 -7.313
C 3.400 -1.502 -5.802
O 3.781 -2.413 -5.093
N 2.794 -0.393 -5.305
C 2.423 -0.322 -3.903
H 2.757 -0.996 -7.798
H 3.681 -2.521 -7.676
H 4.510 -0.964 -7.547
H 2.777 0.480 -5.800
H 2.133 -1.262 -3.449
H 1.718 0.474 -3.684
H 3.315 -0.050 -3.312
C 5.418 -5.579 -0.327
C 4.563 -4.413 0.106
O 4.565 -4.022 1.269
N 3.785 -3.877 -0.848
C 3.086 -2.603 -0.689
H 4.796 -6.390 -0.716
H 5.929 -5.972 0.550
H 6.177 -5.332 -1.068
H 3.709 -4.294 -1.759
H 2.091 -2.655 -1.130
H 3.605 -1.809 -1.235
H 3.022 -2.318 0.351
C -3.164 -2.379 1.422
C -3.485 -2.966 2.773
O -2.897 -3.947 3.191
N -4.515 -2.393 3.468
C -5.277 -1.206 3.216
H -2.162 -2.596 1.083
H -3.290 -1.293 1.440
H -3.940 -2.779 0.762
H -4.757 -2.885 4.314
H -6.333 -1.399 3.005
H -4.868 -0.618 2.400
H -5.248 -0.566 4.106
```

The lowest unoccupied orbital energy is 2.0445 eV. As for the charge: -1. Its multiplicity is 1. The value obtained for the total energy is -5071.91922 a.u. For the orbital gap, the calculation gives 8.59 eV. As for the energy relative to the best compared isomer or geometry (same formula, charge and spin): 0.0 kJ/mol. As for the HOMO energy: -6.54 eV.

---

Formula: C20H29N5O12Si
Source: the Open Molecules 2025 dataset
Level of theory: ωB97M-V/def2-TZVPD

Structure (XYZ):
```
67
Properties=species:S:1:pos:R:3
C -3.659 2.425 2.235
Si -2.832 0.734 1.830
C -1.777 1.057 0.229
C -4.082 -0.674 1.465
O -1.827 0.148 3.162
C -0.750 -0.563 2.504
C 0.053 -1.568 3.507
C 1.254 -2.169 2.601
C 2.712 -1.639 2.703
C 3.844 -2.203 1.786
C 3.424 -3.327 0.760
C 1.949 -3.863 0.684
C 0.809 -3.298 1.595
O -0.559 -3.723 1.534
C -0.754 -4.834 2.413
N -1.076 -5.894 2.871
C 1.630 -5.033 -0.378
O 0.839 -5.975 -0.125
C 2.450 -4.912 -1.765
C 3.785 -4.410 -1.698
C 4.456 -3.989 -0.289
O 5.682 -4.130 -0.054
H -3.888 2.570 3.347
H -4.625 2.557 1.611
H -2.982 3.306 1.915
H -2.399 1.549 -0.596
H -0.964 1.806 0.558
H -1.260 0.112 -0.155
H -4.311 -0.711 0.345
H -5.037 -0.634 2.113
H -3.561 -1.663 1.774
H -1.124 -1.249 1.647
H 0.048 0.186 2.136
H -0.630 -2.385 3.925
H 0.451 -0.979 4.406
H 3.006 -0.807 3.421
H 4.910 -1.808 1.858
H 1.932 -5.192 -2.755
H 4.332 -4.307 -2.702
C -0.081 2.980 -3.310
N -0.086 2.032 -2.166
O 0.139 2.488 -1.056
O -0.315 0.861 -2.424
H 0.134 3.981 -2.939
H 0.692 2.652 -4.004
H -1.068 2.945 -3.771
C 1.542 -1.388 -4.778
N 1.959 -0.129 -5.450
O 1.880 0.904 -4.802
O 2.349 -0.220 -6.600
H 1.220 -1.155 -3.764
H 0.722 -1.813 -5.356
H 2.404 -2.054 -4.766
C -5.076 7.013 1.731
N -4.910 5.689 2.385
O -5.822 4.887 2.266
O -3.870 5.503 2.994
H -6.042 7.038 1.229
H -5.027 7.773 2.510
H -4.265 7.129 1.013
C 3.448 1.605 -1.844
N 3.421 0.677 -0.684
O 3.634 1.151 0.420
O 3.187 -0.497 -0.924
H 3.667 2.609 -1.484
H 4.227 1.261 -2.523
H 2.468 1.569 -2.316
```

The structure (SMILES) is C[Si](C)(C)OCCc1ccc2c(c1OC#N)C(=O)C=CC2=O.C[N+](=O)[O-].C[N+](=O)[O-].C[N+](=O)[O-].C[N+](=O)[O-]. The lowest unoccupied orbital energy is -1.2592 eV. Its multiplicity is 1. The value obtained for the total energy is -2245.00082 a.u. For the orbital gap, the calculation gives 7.92 eV. As for the HOMO energy: -9.18 eV.

---

Formula: C44H35IN5O7S4Tl
Source: the Open Molecules 2025 dataset
Level of theory: ωB97M-V/def2-TZVPD

Structure (XYZ):
```
97
Properties=species:S:1:pos:R:3
Tl 0.051 0.011 -0.148
C 4.345 1.731 0.230
C 3.240 0.708 0.314
N 2.167 0.933 -0.377
N 2.177 1.941 -1.255
C 1.115 2.586 -1.547
S -0.439 2.517 -0.839
S 1.349 3.772 -2.861
C 2.272 5.058 -1.905
C 1.378 5.797 -0.971
C 1.244 5.384 0.349
C 0.397 6.058 1.210
C -0.313 7.159 0.764
C -0.187 7.576 -0.551
C 0.647 6.893 -1.416
C 3.370 -0.422 1.201
C 4.652 -0.937 1.443
C 4.886 -1.965 2.323
C 3.807 -2.523 3.006
C 2.536 -2.065 2.789
C 2.251 -1.009 1.879
O 1.036 -0.621 1.777
H 3.912 2.681 0.542
H 4.682 1.835 -0.802
H 5.185 1.498 0.877
H 2.691 5.708 -2.673
H 3.062 4.530 -1.375
H 1.771 4.515 0.709
H 0.283 5.702 2.223
H -0.981 7.685 1.432
H -0.750 8.432 -0.904
H 0.723 7.192 -2.453
H 5.491 -0.536 0.888
H 5.892 -2.340 2.475
H 3.975 -3.339 3.697
H 1.690 -2.515 3.290
C 2.304 -1.910 -3.672
C 0.898 -1.713 -4.137
N 0.499 -2.265 -5.249
C -0.783 -2.121 -5.615
C -1.732 -1.468 -4.868
C -3.164 -1.473 -5.337
O -4.017 -2.303 -4.565
C -1.345 -0.857 -3.645
C -2.310 -0.214 -2.812
N -2.145 0.076 -1.570
C -3.118 0.705 -0.814
C -3.827 1.820 -1.268
C -4.725 2.465 -0.437
C -4.951 2.003 0.849
C -4.254 0.903 1.321
C -3.350 0.266 0.498
I -2.153 -1.380 1.142
C 0.041 -0.920 -3.285
O 0.572 -0.292 -2.325
H 2.904 -2.384 -4.444
H 2.281 -2.531 -2.776
H 2.726 -0.946 -3.389
H -1.049 -2.592 -6.555
H -3.216 -1.863 -6.360
H -3.573 -0.449 -5.349
H -3.701 -2.292 -3.653
H -3.286 0.002 -3.265
H -3.623 2.196 -2.260
H -5.248 3.343 -0.793
H -5.656 2.509 1.491
H -4.407 0.549 2.327
O -1.593 0.944 6.185
S -0.558 1.930 5.986
O -0.582 3.018 6.947
N -0.512 2.494 4.457
C 0.636 2.213 3.895
S 1.086 2.660 2.358
C 1.601 1.467 4.728
C 2.885 1.077 4.380
C 3.626 0.364 5.304
C 3.100 0.060 6.553
C 1.824 0.480 6.913
C 1.091 1.177 5.983
H 3.273 1.320 3.402
H 4.620 0.025 5.044
H 3.691 -0.515 7.253
H 1.410 0.252 7.885
O -0.494 -3.400 1.308
C 0.428 -3.218 0.491
O 0.548 -2.302 -0.359
C 1.527 -4.262 0.441
C 2.768 -3.898 -0.064
C 3.762 -4.845 -0.219
C 3.515 -6.167 0.116
C 2.292 -6.525 0.662
C 1.301 -5.574 0.837
H 2.927 -2.865 -0.334
H 4.726 -4.554 -0.612
H 4.274 -6.919 -0.061
H 2.119 -7.558 0.942
H 0.342 -5.836 1.263
```

The lowest unoccupied orbital energy is 3.9155 eV. As for the charge: -2. Its multiplicity is 1. The value obtained for the total energy is -4561.18609 a.u. For the orbital gap, the calculation gives 6.59 eV. As for the energy relative to the best compared isomer or geometry (same formula, charge and spin): 118.6 kJ/mol. As for the HOMO energy: -2.67 eV.

---

Formula: C5H14N2PS
Source: the Open Molecules 2025 dataset
Level of theory: ωB97M-V/def2-TZVPD

Structure (XYZ):
```
23
Properties=species:S:1:pos:R:3
C -0.494 -0.337 -1.359
C -3.578 1.432 -2.258
C 1.613 -0.549 2.961
C 2.412 0.626 0.283
C -2.528 0.891 -1.222
N -1.447 0.192 -1.851
N 2.210 -2.074 0.675
P 1.589 -0.681 1.191
S -0.367 -0.677 0.631
H 1.545 -2.802 0.760
H -4.365 0.656 -2.670
H -4.214 2.280 -1.811
H -3.062 1.908 -3.146
H 1.254 0.395 3.429
H 2.474 -0.948 3.350
H 0.965 -1.275 3.342
H 3.308 1.097 0.534
H 1.588 1.371 0.112
H 2.643 0.048 -0.705
H -2.830 0.096 -0.594
H -2.188 1.753 -0.679
H 3.147 -2.457 0.834
H 0.323 -0.945 -1.806
```

The lowest unoccupied orbital energy is -2.9227 eV. As for the charge: +1. Its multiplicity is 1. The value obtained for the total energy is -1047.69107 a.u. For the orbital gap, the calculation gives 10.27 eV. As for the energy relative to the best compared isomer or geometry (same formula, charge and spin): 95.4 kJ/mol. As for the HOMO energy: -13.20 eV.